Molecular formula: C4H12N2O
Method: DFT, wB97M-V/def2-TZVPD

Geometry as XYZ:
```
19
Properties=species:S:1:pos:R:3:forces:R:3:lowdin_charge:R:1
C 1.0398 0.7899 -0.9343 0.3 -0.4 0.0 -0.062
C 0.4040 0.3802 0.3797 2.1 -1.4 1.7 -0.343
C -0.5687 -0.7503 0.3817 -2.5 0.8 -1.8 -0.151
C -1.8970 -0.3439 -0.4969 1.0 -1.5 1.0 -0.265
N -2.4615 0.9697 -0.3082 0.2 0.5 0.1 -0.016
O 1.4790 -0.1590 1.4058 -0.7 1.1 -1.4 -0.237
N 2.4440 -1.0275 0.7614 -0.5 0.6 0.5 0.014
H 0.4475 1.5488 -1.4493 0.0 0.0 0.1 0.073
H 2.0480 1.1757 -0.7380 -0.3 0.2 0.0 0.081
H 1.1757 -0.0593 -1.6110 -0.1 0.1 0.1 0.080
H 0.0005 1.2530 0.8987 0.2 -0.1 0.1 0.129
H -0.1491 -1.6564 -0.0666 0.1 0.2 0.1 0.109
H -0.9167 -0.9709 1.3952 0.2 0.1 -0.1 0.108
H -1.7164 -0.5140 -1.5617 0.1 0.2 0.1 0.102
H -2.6463 -1.0854 -0.2017 0.0 0.0 -0.1 0.093
H -1.9674 1.6656 -0.8597 -0.1 -0.1 0.2 0.060
H -2.4303 1.2589 0.6666 -0.1 0.0 -0.2 0.071
H 3.3296 -0.5908 1.0247 -0.1 -0.2 -0.2 0.078
H 2.3855 -1.8843 1.3137 0.0 0.1 -0.2 0.078
```
Positions in Å, forces in eV/Å.

Output
- E_tot: -344.27015 Eh
- SMILES: C[C@@H](CCN)ON
- Energy above the lowest of the compared OMol25 structures with the same formula, charge and spin: 301.6 kJ/mol
- E_HOMO: -8.96 eV
- Net charge: 0

***

Molecular formula: C4H12N2O
Method: DFT, wB97M-V/def2-TZVPD

Geometry as XYZ:
```
19
Properties=species:S:1:pos:R:3:forces:R:3:lowdin_charge:R:1
C -0.2373 -2.7590 0.1524 0.3 -1.8 0.4 -0.173
N -0.3656 -1.5219 -0.4978 -0.3 0.9 -0.7 -0.137
C 0.3541 -0.4334 0.1179 0.3 0.2 -1.2 -0.222
C -0.1125 0.9062 -0.4546 -0.8 0.7 0.1 -0.372
N -1.5697 1.1150 -0.3309 0.2 0.4 0.4 0.043
C 0.7171 2.0905 0.0772 0.0 -0.6 -0.2 -0.236
O 0.8555 2.1165 1.4923 -0.2 -0.3 -0.2 -0.057
H -0.5839 -2.7223 1.1814 0.1 0.1 0.2 0.080
H -0.8567 -3.5106 -0.3430 -0.1 0.1 0.0 0.080
H 0.7884 -3.1655 0.1243 0.0 0.0 0.3 0.080
H -0.0862 -1.6598 -1.4604 -0.1 0.4 -0.1 0.114
H 1.4247 -0.4432 -0.1648 0.1 -0.3 0.6 0.129
H 0.2397 -0.5679 1.1903 0.0 0.3 0.2 0.117
H 0.1019 0.8633 -1.5295 0.0 -0.1 0.0 0.138
H -1.7423 1.7513 0.4456 0.1 -0.4 0.3 0.069
H -1.8900 1.6813 -1.1031 0.0 -0.2 -0.4 0.061
H 0.2582 3.0240 -0.2324 -0.1 0.1 0.1 0.116
H 1.6807 2.0324 -0.4236 0.5 0.1 0.1 0.108
H 1.0239 1.2030 1.7587 0.1 0.3 0.2 0.066
```
Positions in Å, forces in eV/Å.

Output
- E_tot: -344.31802 Eh
- SMILES: CNC[C@@H](N)CO
- Energy above the lowest of the compared OMol25 structures with the same formula, charge and spin: 175.9 kJ/mol
- E_HOMO: -8.67 eV
- Net charge: 0

***

Molecular formula: C4H12N2O
Method: DFT, wB97M-V/def2-TZVPD

Geometry as XYZ:
```
19
Properties=species:S:1:pos:R:3:forces:R:3:lowdin_charge:R:1
N -1.5535 -1.4299 1.6305 -1.3 1.0 0.5 0.000
C -0.7055 -1.8158 0.5417 1.8 -1.8 0.3 -0.332
C -0.7682 -1.1053 -0.7650 -0.5 3.2 0.0 -0.218
N -0.4457 0.3501 -0.5904 0.6 -0.3 1.6 -0.096
C 1.0213 0.5203 -0.3219 -1.2 0.2 -0.3 -0.180
C 1.4978 1.9789 -0.1525 -0.1 1.5 -1.8 -0.201
O 0.5422 2.9774 -0.6271 0.4 -0.7 0.5 -0.089
H -1.6771 -0.4341 1.7767 0.1 0.1 -0.8 0.063
H -1.2549 -1.7263 2.5497 0.3 -0.6 -0.3 0.065
H -0.9404 -2.8405 0.2204 0.0 -0.1 0.5 0.111
H 0.3472 -1.8548 0.8852 -0.2 -0.1 -0.3 0.102
H -0.0457 -1.4565 -1.5044 -0.2 -0.9 0.1 0.109
H -1.7976 -1.1365 -1.1284 0.1 -0.2 -0.3 0.120
H -0.8475 0.9587 -1.2839 0.3 -0.4 -0.5 0.089
H 1.2425 0.0584 0.6415 0.0 -0.5 -0.3 0.102
H 1.4985 -0.0158 -1.1596 0.7 0.3 0.5 0.113
H 2.3066 2.2107 -0.8483 0.5 -0.6 0.3 0.106
H 1.8469 2.2784 0.8401 -0.4 -0.5 0.1 0.108
H -0.2668 2.4827 -0.7041 -0.8 0.3 0.2 0.028
```
Positions in Å, forces in eV/Å.

Output
- E_tot: -344.29783 Eh
- SMILES: NCCNCCO
- Energy above the lowest of the compared OMol25 structures with the same formula, charge and spin: 228.9 kJ/mol
- E_HOMO: -8.98 eV
- Net charge: 0

***

Molecular formula: C4H12N2O
Method: DFT, wB97M-V/def2-TZVPD

Geometry as XYZ:
```
19
Properties=species:S:1:pos:R:3:forces:R:3:lowdin_charge:R:1
C -0.1895 -0.3207 -0.0154 -1.8 -0.1 1.0 0.125
C -0.6750 -1.4231 0.7092 1.2 -0.3 0.4 -0.031
C 0.9424 1.8910 0.0365 0.0 -0.5 1.8 0.021
C 0.8869 0.4953 -0.5406 -0.9 -2.3 -1.8 -0.281
N -2.9092 -0.3720 0.0891 -2.9 -1.4 -0.5 -0.043
N 2.3119 -0.2651 -0.6467 0.4 0.8 3.8 0.244
O -2.1729 0.5492 -0.2283 2.1 0.6 0.2 -0.002
H -1.7807 -1.6221 0.3897 0.7 -0.2 -0.5 0.111
H -0.0508 -2.3748 0.8831 -1.2 1.5 -0.1 0.158
H -1.1568 -0.9821 1.6657 1.5 -0.3 -0.6 0.188
H 1.9119 2.2370 -0.3069 -0.2 1.0 0.2 0.104
H 0.9104 1.7747 1.1481 0.5 0.4 -0.7 0.123
H 0.0613 2.5152 -0.1833 0.6 -0.3 -0.6 0.128
H 0.6054 0.5117 -1.6112 0.2 0.4 0.1 0.186
H -3.4572 -0.8254 -0.7236 0.8 0.5 1.6 0.223
H -3.2747 -0.4618 1.0848 0.2 0.4 -1.4 0.202
H 3.1048 0.3811 -0.7819 -0.4 0.0 -0.8 0.177
H 2.3339 -1.0483 -1.2735 0.0 -0.3 -0.9 0.160
H 2.5978 -0.6600 0.3053 -0.7 0.4 -1.2 0.206
```
Positions in Å, forces in eV/Å.

Output
- E_tot: -343.44967 Eh
- Energy above the lowest of the compared OMol25 structures with the same formula, charge and spin: 715.2 kJ/mol
- E_HOMO: -17.96 eV
- Net charge: +2

***

Molecular formula: C4H12N2O2
Method: DFT, wB97M-V/def2-TZVPD

Geometry as XYZ:
```
20
Properties=species:S:1:pos:R:3:forces:R:3:lowdin_charge:R:1
C -2.9618 0.4998 -1.5375 0.8 -0.4 0.0 -0.129
N -1.4727 0.2697 -1.3935 -1.3 0.0 0.0 -0.108
C -1.2245 -0.7582 -0.3482 0.3 1.8 2.0 -0.164
C 0.2631 -1.1067 -0.2189 1.3 -1.8 -4.7 -0.457
O 0.7438 -1.8346 -1.1186 -0.5 0.6 2.1 0.012
N 1.0431 -0.4348 0.6564 -1.7 0.3 -0.1 0.006
C 2.4792 -0.5643 0.8410 0.1 -1.8 0.4 -0.092
H -3.4383 0.7444 -0.5733 0.0 -0.1 -0.2 0.069
H -3.4201 -0.4226 -1.9324 0.2 0.4 0.1 0.077
H -3.1591 1.3218 -2.2461 0.2 -0.4 0.3 0.075
H -1.1180 1.1780 -1.0682 0.2 -0.7 -0.1 0.097
H -1.3774 -0.2534 0.6251 -0.9 -0.3 0.2 0.100
H -1.9169 -1.6208 -0.3924 0.8 0.4 -0.4 0.133
H 0.4964 0.2916 1.1254 1.1 -0.8 0.3 0.116
H 2.6127 -0.5723 1.9359 0.4 -0.4 -0.7 0.101
H 3.0551 0.2782 0.4226 -0.1 -1.0 -0.8 0.085
H 2.8831 -1.5049 0.4304 -0.6 0.4 -0.1 0.109
O 2.1070 1.4173 1.9856 -0.1 2.5 0.0 -0.122
H 1.5087 1.8865 1.3609 0.9 -0.1 0.7 0.070
H 2.8965 1.1854 1.4459 -1.1 1.1 1.1 0.021
```
Positions in Å, forces in eV/Å.

Output
- E_tot: -419.52730 Eh
- SMILES: CNCC(=O)NC.O
- Energy above the lowest of the compared OMol25 structures with the same formula, charge and spin: 318.2 kJ/mol
- E_HOMO: -8.98 eV
- Net charge: 0

***

Molecular formula: C4H12N2O2
Method: DFT, wB97M-V/def2-TZVPD

Geometry as XYZ:
```
20
Properties=species:S:1:pos:R:3:forces:R:3:lowdin_charge:R:1
N 1.3057 -0.1311 1.6460 1.5 0.4 -0.1 -0.023
C 0.4521 -1.1858 1.3041 0.3 -0.3 -0.4 -0.178
C -0.1433 -0.8917 -0.1844 -5.3 -0.3 3.3 -0.473
N -1.0130 0.3478 -0.0436 2.6 -0.8 -2.7 -0.086
C -0.2276 1.5563 -0.3144 -1.3 1.7 0.5 -0.096
C -2.1458 0.1807 -0.9347 -0.9 -1.1 1.5 -0.072
O -0.7267 -1.8735 -0.6459 0.8 -0.5 -1.0 0.089
H 1.7364 0.0869 0.6717 0.1 0.6 1.5 0.015
H 2.0689 -0.5787 2.1526 0.1 0.5 0.1 0.081
H 0.9781 -2.1377 1.3365 -0.4 -0.4 -0.4 0.121
H -0.4518 -1.2149 1.8964 -0.4 -0.2 -0.1 0.118
H -0.8362 2.4422 -0.0992 -0.3 -0.2 0.1 0.092
H 0.0486 1.6895 -1.3637 0.2 -0.5 0.1 0.095
H 0.6081 1.6141 0.3576 0.2 0.0 -0.1 0.059
H -2.5435 -0.7802 -0.5972 -0.5 0.1 -0.3 0.087
H -2.9367 0.9031 -0.7463 0.4 0.5 -0.3 0.097
H -1.8909 -0.0011 -1.9805 0.1 0.5 -0.1 0.108
H 2.9182 0.0384 -0.8647 -0.4 -0.6 -0.2 0.027
H 0.7687 -0.4807 -0.8032 3.9 1.5 -0.5 0.185
O 2.0309 0.4164 -0.7871 -0.9 -0.7 -0.8 -0.246
```
Positions in Å, forces in eV/Å.

Output
- E_tot: -419.37967 Eh
- Energy above the lowest of the compared OMol25 structures with the same formula, charge and spin: 705.8 kJ/mol
- E_HOMO: -9.14 eV
- Net charge: 0

***

- Which of these has the highest E_HOMO?
  number 2